*A*
# C2H6ClNOS

A 2-piece molecular cluster, C2H6ClNOS overall (ωB97M-V/def2-TZVPD, the Open Molecules 2025 dataset).

Computed properties:
HOMO energy: -8.31 eV
Gap between HOMO and LUMO: 9.0 eV
Lowest unoccupied orbital energy: 0.69 eV
Multiplicity: 1
SMILES: C=CCl.NSO

Last column: natural (NBO) charge in e.
Geometry (Å):
C -1.66 0.91 -0.58  -0.393
C -2.29 -0.19 -0.69  -0.212
Cl -2.47 -1.15 0.74  -0.043
H -1.67 1.48 -1.51  0.203
H -1.11 1.37 0.24  0.225
H -3.00 -0.43 -1.46  0.217
N 3.11 -0.83 -1.34  -0.985
S 2.58 -0.09 0.10  0.606
O 3.58 1.18 0.32  -0.865
H 2.15 -0.95 -1.74  0.382
H 3.61 -1.69 -1.35  0.373
H 3.79 1.22 1.29  0.492

*B*
# C2H6ClNOS

A 2-piece molecular cluster, C2H6ClNOS overall (ωB97M-V/def2-TZVPD, the Open Molecules 2025 dataset).

Computed properties:
HOMO energy: -8.68 eV
Gap between HOMO and LUMO: 8.8 eV
Lowest unoccupied orbital energy: 0.15 eV
Multiplicity: 1
SMILES: CN(O)C=S.Cl

Last column: natural (NBO) charge in e.
Geometry (Å):
C -0.94 -0.78 -1.09  -0.465
N -0.49 0.59 -0.98  -0.147
O -1.51 1.54 -0.89  -0.556
C 0.56 0.95 -0.20  -0.089
S 1.91 0.17 0.34  -0.116
H 0.22 -1.19 -1.44  0.257
H -1.42 -1.28 -0.15  0.226
H -1.75 -0.82 -2.02  0.208
H -2.06 1.55 -1.84  0.475
H 0.49 2.03 -0.31  0.206
Cl 3.07 -1.26 4.59  -0.281
H 1.92 -1.51 3.99  0.281

Which of them is the least stable? Correct choice: *B*.